[1]
{"formula": "C39H59BaClIN5O3P2", "method": "wB97M-V/def2-TZVPD", "energy_ev": -94888.8360, "species": ["Ba", "C", "C", "C", "P", "C", "C", "C", "C", "C", "C", "C", "C", "C", "C", "N", "C", "C", "C", "C", "C", "C", "C", "P", "C", "C", "C", "C", "C", "C", "H", "H", "H", "H", "H", "H", "H", "H", "H", "H", "H", "H", "H", "H", "H", "H", "H", "H", "H", "H", "H", "H", "H", "H", "H", "H", "H", "H", "H", "H", "H", "H", "H", "H", "H", "H", "H", "H", "H", "H", "O", "N", "N", "C", "C", "C", "C", "C", "N", "H", "H", "H", "H", "H", "H", "Cl", "I", "C", "C", "C", "C", "C", "N", "H", "H", "H", "H", "C", "C", "O", "H", "H", "H", "H", "H", "H", "C", "O", "H", "H", "H"], "positions_angstrom": [[-1.206, -0.702, -0.516], [0.396, -2.581, -3.478], [1.422, -1.461, -3.649], [2.668, -1.986, -4.358], [1.563, -0.396, -2.123], [2.566, 1.030, -2.777], [1.747, 1.848, -3.775], [3.026, 1.920, -1.627], [2.780, -1.106, -0.939], [3.975, -1.662, -1.387], [4.992, -2.063, -0.530], [6.250, -2.695, -1.057], [4.814, -1.832, 0.826], [3.645, -1.269, 1.304], [2.586, -0.942, 0.449], [1.439, -0.251, 0.908], [1.008, -0.254, 2.115], [1.429, -1.164, 3.193], [1.379, -0.785, 4.467], [0.845, 0.518, 4.860], [0.995, 0.932, 6.292], [0.193, 1.252, 3.961], [0.004, 0.837, 2.537], [0.067, 2.227, 1.245], [1.516, 3.283, 1.796], [1.343, 4.273, 2.948], [2.759, 2.426, 2.061], [-1.480, 3.214, 1.599], [-1.960, 3.579, 3.004], [-1.416, 4.458, 0.703], [0.205, -3.044, -4.451], [0.754, -3.359, -2.804], [-0.563, -2.218, -3.100], [0.957, -0.725, -4.317], [3.096, -2.837, -3.825], [2.387, -2.342, -5.352], [3.443, -1.228, -4.490], [3.450, 0.625, -3.281], [0.837, 2.227, -3.301], [2.326, 2.709, -4.115], [1.455, 1.279, -4.657], [2.170, 2.243, -1.029], [3.723, 1.397, -0.971], [3.528, 2.809, -2.015], [4.146, -1.762, -2.449], [6.386, -2.480, -2.117], [7.128, -2.337, -0.520], [6.215, -3.781, -0.942], [5.610, -2.072, 1.522], [3.575, -1.040, 2.356], [1.762, -2.147, 2.901], [1.693, -1.465, 5.251], [2.043, 0.902, 6.598], [0.610, 1.937, 6.461], [0.452, 0.241, 6.942], [-0.285, 2.168, 4.274], [1.708, 3.869, 0.888], [1.171, 3.760, 3.894], [2.265, 4.850, 3.054], [0.534, 4.981, 2.782], [2.635, 1.845, 2.979], [2.977, 1.735, 1.252], [3.624, 3.079, 2.198], [-2.244, 2.561, 1.167], [-1.240, 4.174, 3.564], [-2.873, 4.174, 2.914], [-2.213, 2.702, 3.597], [-0.710, 5.197, 1.086], [-1.117, 4.204, -0.315], [-2.398, 4.933, 0.652], [-2.138, 0.239, 3.261], [-1.446, 0.310, 2.304], [-4.660, 1.258, 0.297], [-4.100, 1.978, -0.740], [-4.798, 3.017, -1.369], [-4.177, 3.708, -2.385], [-2.883, 3.359, -2.764], [-2.272, 2.336, -2.070], [-2.847, 1.670, -1.069], [-5.664, 1.311, 0.363], [-4.324, 0.309, 0.380], [-5.810, 3.252, -1.066], [-4.700, 4.508, -2.892], [-2.369, 3.865, -3.568], [-1.261, 2.027, -2.322], [-1.018, -2.660, 2.249], [-2.854, -4.516, -2.441], [-3.967, -3.511, -0.981], [-5.353, -3.625, -1.036], [-6.094, -3.012, -0.043], [-5.428, -2.339, 0.972], [-4.045, -2.302, 0.940], [-3.320, -2.858, -0.037], [-5.822, -4.182, -1.833], [-7.174, -3.074, -0.053], [-5.962, -1.869, 1.787], [-3.468, -1.833, 1.731], [0.743, -5.516, -0.200], [1.206, -4.073, -0.231], [0.118, -3.182, -0.443], [1.590, -6.188, -0.047], [0.247, -5.777, -1.135], [0.034, -5.663, 0.617], [1.918, -3.906, -1.041], [1.716, -3.812, 0.704], [-0.466, -3.304, 0.340], [-3.556, -0.866, -3.318], [-2.636, -1.076, -2.316], [-3.199, -1.215, -4.303], [-3.819, 0.202, -3.441], [-4.510, -1.398, -3.138]], "atomic_forces_ev_per_a": [[-0.352, -0.511, 0.301], [0.011, -0.004, -0.002], [-0.025, 0.004, -0.029], [-0.001, 0.002, -0.003], [0.151, 0.059, -0.279], [0.034, -0.029, -0.001], [-0.009, 0.006, -0.012], [0.030, -0.015, 0.031], [-0.073, -0.026, 0.047], [0.029, -0.023, -0.003], [0.023, -0.013, -0.048], [-0.010, 0.002, -0.003], [0.000, -0.006, 0.042], [0.016, -0.004, -0.022], [-0.033, 0.019, 0.062], [0.071, 0.108, 0.020], [0.072, -0.096, 0.062], [0.039, 0.048, -0.189], [0.001, -0.014, 0.108], [0.023, -0.031, 0.102], [-0.036, -0.023, -0.004], [-0.051, 0.064, -0.056], [-0.141, -0.029, 0.237], [-0.142, 0.147, 0.119], [0.065, -0.063, 0.018], [-0.020, -0.008, 0.011], [0.002, 0.034, -0.010], [0.041, 0.026, -0.034], [-0.008, 0.014, 0.044], [-0.023, -0.009, -0.002], [0.006, -0.002, 0.002], [-0.015, 0.021, -0.014], [0.007, 0.001, -0.018], [-0.006, 0.005, 0.017], [-0.013, -0.005, -0.022], [-0.002, 0.005, -0.002], [0.003, -0.008, 0.005], [-0.012, 0.009, 0.001], [0.006, 0.011, -0.002], [0.002, -0.001, -0.004], [0.000, -0.005, 0.005], [-0.022, 0.017, 0.024], [-0.007, 0.007, 0.026], [-0.002, -0.003, 0.002], [-0.009, 0.018, 0.021], [-0.002, 0.002, 0.000], [-0.001, -0.003, 0.002], [0.000, 0.000, 0.001], [-0.005, 0.006, 0.006], [-0.003, 0.012, 0.006], [0.019, -0.016, 0.015], [0.001, -0.013, -0.011], [0.008, 0.018, -0.006], [-0.008, 0.000, -0.002], [0.014, 0.007, 0.009], [-0.011, -0.014, -0.011], [-0.002, -0.016, 0.007], [0.004, 0.022, -0.014], [0.005, -0.005, -0.001], [0.003, -0.006, 0.008], [0.015, 0.007, -0.016], [0.012, -0.008, -0.066], [0.001, 0.003, -0.004], [-0.009, -0.004, 0.005], [-0.007, 0.001, -0.014], [0.001, -0.001, -0.006], [-0.006, -0.006, -0.007], [-0.013, -0.004, -0.007], [0.009, -0.005, -0.030], [0.005, -0.003, 0.002], [0.141, 0.234, -0.018], [0.188, -0.149, -0.175], [-0.049, 0.003, -0.031], [0.033, -0.002, -0.004], [-0.010, 0.008, -0.015], [-0.021, 0.005, 0.000], [0.024, -0.004, 0.000], [0.004, 0.005, -0.003], [0.000, -0.017, 0.031], [0.006, 0.002, 0.005], [0.025, 0.023, 0.014], [0.000, 0.000, 0.001], [-0.003, 0.001, 0.000], [0.001, -0.002, 0.002], [0.007, 0.001, 0.005], [-0.018, 0.040, -0.014], [0.033, 0.057, 0.012], [-0.080, -0.026, 0.033], [0.009, 0.018, -0.002], [0.006, 0.000, 0.005], [-0.004, 0.013, 0.013], [0.064, 0.017, -0.049], [-0.135, -0.078, -0.080], [-0.008, 0.007, -0.001], [0.000, 0.001, -0.003], [-0.006, -0.006, 0.001], [0.008, 0.003, 0.022], [-0.019, 0.015, 0.005], [0.076, 0.082, 0.007], [0.015, -0.176, -0.050], [0.006, -0.006, 0.000], [0.001, -0.007, 0.001], [0.004, -0.008, -0.009], [0.008, -0.005, -0.021], [0.000, -0.020, 0.010], [0.043, 0.142, 0.118], [0.001, -0.102, 0.007], [0.007, 0.241, -0.232], [0.000, 0.013, -0.002], [-0.008, 0.012, 0.000], [0.000, -0.003, 0.002]], "mulliken_charge": [0.309, -1.206, 1.121, -2.118, 1.109, 0.195, -1.486, -1.468, 0.766, -0.706, 0.152, -1.751, -1.227, -0.809, -0.518, 1.779, 0.091, -1.335, -1.000, 1.353, -2.079, -1.532, 0.758, 1.298, 0.507, -1.669, -1.187, 1.809, -1.775, -1.547, 0.524, 0.139, 0.084, 0.244, 0.429, 0.466, 0.352, 0.592, 0.175, 0.441, 0.439, -0.011, 0.101, 0.644, 0.137, 0.383, 0.395, 0.313, 0.357, 0.504, 0.725, 0.418, 0.398, 0.391, 0.389, 0.314, 0.754, 0.204, 0.511, 0.339, 0.231, -0.125, 0.558, -0.925, 0.221, 0.543, 0.353, 0.286, 0.327, 0.508, -0.439, 0.773, -0.200, -0.046, -0.949, -0.628, -0.403, -0.664, 1.118, 0.314, 0.050, 0.440, 0.445, 0.503, -0.007, -0.404, 0.061, -0.239, -0.556, -0.428, -0.751, -0.506, 0.354, 0.443, 0.398, 0.515, 0.566, -1.326, -0.106, 0.857, 0.442, 0.236, 0.298, 0.228, 0.088, -0.539, -0.997, -0.403, 0.249, 0.088, 0.163]}


[2]
{"formula": "C3H6N4S", "method": "wB97M-V/def2-TZVPD", "smiles": "Cn1ncc(NS)n1", "energy_ev": -20000.0610, "species": ["C", "N", "N", "C", "C", "N", "S", "N", "H", "H", "H", "H", "H", "H"], "positions_angstrom": [[-2.789, -1.203, 0.269], [-1.619, -0.349, -0.282], [-1.883, 0.957, -0.259], [-0.692, 1.596, -0.062], [0.347, 0.675, 0.092], [1.707, 0.741, 0.367], [2.423, -0.676, -0.184], [-0.348, -0.564, -0.083], [-2.983, -2.104, -0.398], [-2.824, -1.487, 1.338], [-3.552, -0.289, 0.174], [-0.611, 2.695, 0.470], [2.363, 1.473, 0.273], [2.633, -1.361, 1.091]], "atomic_forces_ev_per_a": [[-1.226, 2.180, -2.034], [0.263, 1.570, 1.688], [0.598, 1.575, 0.629], [-0.652, 2.295, 2.252], [-4.098, -2.229, -1.016], [-0.918, -2.262, -0.159], [1.874, -1.895, 1.908], [3.427, -0.038, 0.950], [0.223, 1.425, 0.855], [1.097, 0.306, -0.572], [0.915, -2.725, -0.030], [-0.647, -2.674, -2.316], [-0.491, 1.439, -0.223], [-0.363, 1.034, -1.933]], "mulliken_charge": [-0.597, 0.632, -0.646, -0.263, 0.487, -0.303, -0.213, -0.560, 0.220, 0.272, 0.309, 0.228, 0.283, 0.150]}


Q: Which relative energy (zero: lowest compared OMol25 entry of this formula, charge and spin) values were calculated for the entries above? A: 14.65 98.59, in kcal/mol.